DFT (the ωB97M-V functional and the def2-TZVPD basis) results for a cluster of 8 separate species, C66H51FN2O19 in total.

Last column: Mulliken charge in e.
Geometry (Å):
C 5.896 -5.867 1.199  -0.54
C 6.918 -5.100 0.245  0.62
O 7.255 -5.694 -0.821  -0.55
O 7.445 -3.792 0.467  -0.31
C 6.506 -2.765 -0.029  0.03
C 6.705 -1.484 0.918  -0.95
C 6.924 -0.103 0.146  0.38
C 8.204 0.377 -0.283  -0.46
C 8.287 1.814 -1.013  0.12
O 9.059 2.067 -1.966  -0.54
C 7.243 2.905 -0.440  0.31
C 7.556 4.408 -0.289  -0.81
C 6.441 5.317 0.329  0.49
C 6.765 6.879 0.540  -0.49
N 7.409 7.456 -0.688  -0.56
C 5.046 4.814 0.754  0.19
F 4.046 5.648 1.317  -0.34
C 4.713 3.287 0.599  0.07
C 3.257 2.730 1.030  -0.56
C 3.295 1.875 2.390  0.25
C 1.814 1.548 2.960  -0.03
O 1.340 2.414 3.755  -0.53
N 1.011 0.373 2.579  -0.24
C 0.151 0.621 1.401  0.38
C -0.639 -0.591 0.785  -0.29
C -1.579 -0.400 -0.454  -0.47
C -1.735 1.005 -1.124  -0.37
C -0.940 2.219 -0.534  -0.57
C -0.030 2.009 0.731  -0.22
C 5.828 2.379 0.027  0.14
C 5.594 0.785 -0.122  0.27
O 4.499 0.263 -0.448  -0.58
H 5.859 -5.457 2.275  0.28
H 4.861 -5.846 0.725  0.08
H 6.241 -6.961 1.247  0.30
H 5.454 -3.189 0.194  0.02
H 6.620 -2.557 -1.144  0.28
H 7.548 -1.585 1.686  0.48
H 5.735 -1.361 1.536  0.15
H 9.162 -0.233 -0.117  0.37
H 8.565 4.816 -0.610  0.19
H 7.567 6.926 1.374  0.29
H 5.854 7.450 0.903  0.39
H 8.415 7.198 -0.618  0.26
H 6.998 6.923 -1.479  0.29
H 2.583 3.644 1.213  0.41
H 2.787 2.065 0.226  0.31
H 3.819 0.853 2.281  -0.15
H 3.889 2.486 3.157  0.41
H 1.627 -0.419 2.297  0.33
H -0.529 -1.633 1.240  0.42
H -2.148 -1.296 -0.862  0.38
H -2.407 1.165 -2.046  0.28
H -1.003 3.278 -0.985  0.30
H 0.487 2.956 1.114  0.31
C -5.440 2.463 -6.079  -0.36
C -4.824 1.681 -5.191  -0.35
C -3.444 1.966 -4.747  0.36
O -2.880 1.251 -3.937  -0.59
C -2.772 3.150 -5.323  -0.31
C -3.388 3.931 -6.211  -0.33
C -4.769 3.647 -6.655  0.35
O -5.332 4.360 -7.464  -0.55
H -6.451 2.269 -6.415  0.40
H -5.302 0.811 -4.758  0.43
H -1.762 3.343 -4.986  0.44
H -2.910 4.802 -6.644  0.40
C 0.746 -5.109 -0.159  -0.28
C -0.432 -4.694 -0.624  -0.40
C -0.528 -3.885 -1.858  0.58
O -1.603 -3.503 -2.281  -0.68
C 0.732 -3.556 -2.556  -0.53
C 1.910 -3.971 -2.092  -0.43
C 2.006 -4.779 -0.858  0.29
O 3.082 -5.157 -0.434  -0.61
H 0.835 -5.701 0.743  0.46
H -1.364 -4.926 -0.125  0.34
H 0.643 -2.963 -3.458  0.61
H 2.842 -3.737 -2.590  0.56
C 6.307 11.159 3.129  -0.40
C 6.701 12.422 2.961  -0.37
C 7.156 12.914 1.643  0.31
O 7.518 14.066 1.490  -0.55
C 7.157 11.953 0.520  -0.46
C 6.763 10.690 0.688  -0.13
C 6.308 10.198 2.006  0.42
O 5.946 9.045 2.159  -0.48
H 5.971 10.781 4.087  0.42
H 6.706 13.139 3.773  0.40
H 7.493 12.330 -0.438  0.43
H 6.758 9.972 -0.124  0.38
C -4.450 -1.312 3.647  -0.72
C -3.376 -1.698 2.957  -0.23
C -3.496 -2.601 1.793  0.20
O -2.515 -2.956 1.164  -0.36
C -4.852 -3.058 1.422  -0.57
C -5.926 -2.672 2.112  -0.14
C -5.805 -1.769 3.275  0.62
O -6.786 -1.414 3.904  -0.64
H -4.380 -0.652 4.502  0.43
H -2.375 -1.372 3.215  0.48
H -4.922 -3.719 0.567  0.49
H -6.928 -2.998 1.855  0.57
C 1.864 -4.890 -7.867  -0.34
C 1.807 -5.634 -6.762  -0.41
C 0.613 -5.620 -5.890  0.45
O 0.560 -6.297 -4.879  -0.57
C -0.515 -4.752 -6.292  -0.29
C -0.457 -4.009 -7.398  -0.34
C 0.737 -4.022 -8.269  0.34
O 0.789 -3.346 -9.279  -0.55
H 2.731 -4.887 -8.517  0.41
H 2.623 -6.275 -6.453  0.43
H -1.382 -4.755 -5.642  0.44
H -1.274 -3.367 -7.706  0.42
C -8.084 -3.834 5.376  0.34
C -9.305 -4.356 5.498  -0.55
C -9.628 -5.302 6.587  0.29
O -10.742 -5.781 6.699  -0.56
C -8.547 -5.646 7.535  -0.42
C -7.326 -5.123 7.413  -0.44
C -7.003 -4.177 6.324  0.34
O -5.889 -3.699 6.212  -0.53
H -7.829 -3.140 4.584  0.19
H -10.108 -4.115 4.813  0.46
H -8.802 -6.339 8.327  0.41
H -6.523 -5.365 8.098  0.42
C -12.093 -3.994 0.421  -0.39
C -10.856 -4.348 0.770  -0.39
C -9.932 -3.383 1.402  0.34
O -8.801 -3.704 1.720  -0.57
C -10.432 -2.011 1.632  -0.19
C -11.669 -1.657 1.282  -0.39
C -12.594 -2.622 0.651  0.29
O -13.723 -2.301 0.333  -0.54
H -12.783 -4.688 -0.043  0.40
H -10.473 -5.349 0.610  0.43
H -9.742 -1.317 2.096  0.48
H -12.051 -0.656 1.443  0.42

The calculation puts the total energy at -4183.88253 hartree. The net charge is 0. The frontier orbital gap comes out at 6.2 eV. As for the structure (SMILES): CC(=O)OCCC1=CC(=O)c2cc(CN)c(F)c(CCC(=O)Nc3ccccc3)c2C1=O.O=C1C=CC(=O)C=C1.O=C1C=CC(=O)C=C1.O=C1C=CC(=O)C=C1.O=C1C=CC(=O)C=C1.O=C1C=CC(=O)C=C1.O=C1C=CC(=O)C=C1.O=C1C=CC(=O)C=C1. The calculation puts the LUMO energy at -1.96 eV.